Record 1
Density functional theory data (ωB97M-V/def2-TZVPD) for the molecule C4H7NO in a non-equilibrium geometry.

For the relative energy (zero: lowest compared OMol25 entry of this formula, charge and spin), the calculation gives 81.31 kcal/mol. The value obtained for the HOMO-LUMO gap is 10.59 eV. As for the charge: 0.

XYZ file:
```
13
Properties=species:S:1:pos:R:3:forces:R:3
O 3.0586 -1.3877 -0.1548 -0.6 0.3 0.1
C 2.1192 -0.6859 -0.4343 0.1 0.0 0.3
N 0.8217 -0.7933 0.1025 -0.1 0.9 1.0
C -0.1099 0.2369 -0.3149 -0.8 1.1 0.2
C -1.0566 0.5361 0.8998 -0.5 0.4 -0.4
C -1.5416 -0.0223 -0.4191 -0.6 0.0 -0.3
H 2.2326 0.1368 -1.1813 -0.2 -0.3 0.0
H 0.5215 -0.2526 0.9943 2.9 -2.7 0.3
H 0.3359 1.1081 -0.7880 -0.2 0.0 -0.1
H -1.1649 -0.1807 1.7313 0.6 0.3 -0.5
H -1.2039 1.5690 1.1864 -0.3 -0.1 -0.2
H -2.1063 0.6545 -1.0385 -0.2 -0.1 -0.2
H -1.8548 -1.0595 -0.3960 -0.1 0.1 -0.1
```
Forces are in eV/Å.

***

Record 2
Density functional theory data (ωB97M-V/def2-TZVPD) for the molecule C4H7NO.

For the relative energy (zero: lowest compared OMol25 entry of this formula, charge and spin), the calculation gives 62.31 kcal/mol. The value obtained for the HOMO-LUMO gap is 10.37 eV. As for the charge: 0.

XYZ file:
```
13
Properties=species:S:1:pos:R:3:forces:R:3
O 2.0483 0.6834 0.1437 0.0 0.1 0.3
C 0.8991 0.2172 -0.4992 -0.2 0.0 -0.3
C 0.2825 -1.1847 -0.1638 0.1 -0.1 0.0
C -1.0655 -0.4849 -0.0363 -0.2 -0.3 -0.1
N -0.9050 0.3839 1.1347 0.0 0.1 0.1
C -0.4508 0.8557 -0.1949 0.0 0.3 -0.2
H 1.7766 0.9985 1.0147 0.1 -0.2 0.0
H 1.0991 0.2634 -1.5750 -0.1 0.0 0.2
H 0.6221 -1.6077 0.7850 0.0 0.0 -0.1
H 0.3736 -1.9174 -0.9684 0.0 0.1 0.1
H -2.0388 -0.8259 -0.3732 0.2 0.1 0.1
H -1.8078 0.8243 1.3149 0.2 0.0 0.0
H -0.8334 1.7940 -0.5822 0.0 -0.2 -0.1
```
Forces are in eV/Å.

***

Record 3
Density functional theory data (ωB97M-V/def2-TZVPD) for a cluster of 2 separate species, C4H7NO in total in a non-equilibrium geometry.

For the relative energy (zero: lowest compared OMol25 entry of this formula, charge and spin), the calculation gives 50.93 kcal/mol. The value obtained for the HOMO-LUMO gap is 10.66 eV. As for the charge: 0.

XYZ file:
```
13
Properties=species:S:1:pos:R:3:forces:R:3
C 1.7143 -0.0296 0.1301 0.0 -0.1 0.1
C 1.3403 -0.9041 1.0632 0.1 0.1 -0.1
C 0.3111 -1.8732 0.7987 -0.7 -0.6 -0.2
N -0.5380 -2.6292 0.5731 0.8 0.7 0.3
H 1.2711 -0.0315 -0.8601 0.1 0.0 0.2
H 2.4616 0.7282 0.3432 -0.1 -0.1 0.0
H 1.7640 -0.9017 2.0624 0.0 0.0 -0.1
C -1.5119 0.9103 -1.0200 -0.2 -0.1 -0.4
O -0.7601 1.4649 0.0412 -0.1 0.0 0.3
H -1.1529 1.3795 -1.9405 -0.1 -0.1 0.1
H -1.3760 -0.1778 -1.1052 0.0 0.2 0.0
H -2.5851 1.1229 -0.9176 0.2 0.0 0.0
H -0.9385 0.9414 0.8313 0.0 0.2 -0.1
```
Forces are in eV/Å.

***

Record 4
Density functional theory data (ωB97M-V/def2-TZVPD) for the molecule C4H7NO.

For the relative energy (zero: lowest compared OMol25 entry of this formula, charge and spin), the calculation gives 155.18 kcal/mol. The value obtained for the HOMO-LUMO gap is 8.23 eV. As for the charge: 0.

XYZ file:
```
13
Properties=species:S:1:pos:R:3:forces:R:3
C 0.7438 -0.5819 0.4183 0.4 0.3 0.0
C -1.2271 -1.3238 0.0870 -0.5 -0.1 -0.1
O -0.8432 0.1613 0.4989 0.3 -0.1 0.0
C -0.7654 1.0734 -0.5112 0.2 0.1 -0.2
N 0.3885 1.4880 -0.8226 -0.4 -0.1 0.1
C 1.3389 0.7912 0.0470 0.2 0.0 0.1
H 0.8885 -0.9321 1.4344 -0.1 0.1 -0.1
H 1.0019 -1.3415 -0.3122 -0.2 0.1 0.1
H -1.4946 -1.2290 -0.9762 0.0 0.0 0.1
H -2.1353 -1.5157 0.6687 0.1 0.0 -0.1
H -1.6992 1.3457 -1.0033 0.1 -0.1 0.1
H 1.5106 1.3920 0.9465 0.0 -0.1 -0.1
H 2.2926 0.6725 -0.4753 -0.1 0.0 0.1
```
Forces are in eV/Å.

***

Let's list electronic energy in order: -286.5021; -286.5323; -286.5505; -286.3844 a.u..